*a*
Here is a 2-piece molecular cluster, C3H8N2O2 overall from OMol25. Energies are from ωB97M-V with the def2-TZVPD basis set.

Structure (XYZ):
```
15
C3H8N2O2 | OMol25 | ωB97M-V with the def2-TZVPD basis set
O 1.2414 -1.8955 2.4955
C 0.9672 -0.7882 2.8961
O -0.3075 -0.3590 3.1322
H 1.7531 -0.0852 3.2568
H -0.3333 0.6125 3.0661
C -0.1139 1.7048 -1.5657
N -0.3089 -1.1478 -0.9430
C -0.6131 -0.5676 -2.0957
N -0.7977 0.6796 -2.3701
H -0.7687 2.6321 -1.4202
H 0.8088 2.0636 -2.0563
H 0.1707 1.3538 -0.5244
H -0.5582 -0.6957 -0.0663
H -0.4133 -2.1832 -0.9482
H -0.7265 -1.3241 -2.8568
```

Its total charge is +1. Its multiplicity is 2. The value obtained for the LUMO energy (spin up / spin down) is -4.29 / -8.25 eV.

These are the Löwdin partial charges, in e, on atoms 1 to 2:
1. O 0.07
2. C -0.37


*b*
Here is a 2-piece molecular cluster, C3H8N2O2 overall from OMol25. Energies are from ωB97M-V with the def2-TZVPD basis set.

Structure (XYZ):
```
15
C3H8N2O2 | OMol25 | ωB97M-V with the def2-TZVPD basis set
N 0.8928 -0.4771 0.9631
C 0.6937 -1.5450 1.6625
N 0.6099 -1.6160 2.9646
H 0.7695 0.4161 1.4219
H 0.5948 -0.4528 -0.1267
H 0.6106 -2.4828 1.1302
H 0.1972 -2.4443 3.3653
H 0.4898 -0.7739 3.5114
O -0.5799 1.7642 -0.4306
C -0.5532 0.9388 -1.4001
O 0.0294 -0.1318 -1.3728
C -1.3109 1.3718 -2.6380
H -0.5980 1.4086 -3.4596
H -2.0590 0.6071 -2.8343
H -1.8050 2.3311 -2.4984
```

Its total charge is +1. Its multiplicity is 2. The value obtained for the LUMO energy (spin up / spin down) is -2.99 / -7.62 eV.

These are the Löwdin partial charges, in e, on atoms 1 to 2:
1. N 0.17
2. C -0.21


*c*
Here is an isolated ion of composition C3H8N2O2 and charge +1 from OMol25. Energies are from ωB97M-V with the def2-TZVPD basis set.

Structure (XYZ):
```
15
C3H8N2O2 | OMol25 | ωB97M-V with the def2-TZVPD basis set
N 0.4723 -0.3999 1.3228
C 0.1019 -0.3613 -0.1523
C 1.0701 0.5599 -0.9412
O 2.5032 0.6117 -0.6710
C -1.3855 -0.0748 -0.4920
N -2.2139 -0.5866 0.5701
O -1.7916 0.2739 -1.6350
H 0.2405 0.4361 1.8471
H 1.4399 -0.3455 1.4310
H 0.2314 -1.4316 -0.5315
H 0.9609 0.1758 -1.9826
H 0.6965 1.5721 -0.8968
H 2.6458 0.6208 0.3505
H -3.1665 -0.3022 0.3535
H -1.8050 -0.7484 1.4275
```

Its total charge is +1. Its multiplicity is 2. The value obtained for the LUMO energy (spin up / spin down) is -4.21 / -10.20 eV.

These are the Löwdin partial charges, in e, on atoms 1 to 2:
1. N 0.29
2. C -0.16


*d*
Here is an isolated ion of composition C3H8N2O2 and charge +1 from OMol25. Energies are from ωB97M-V with the def2-TZVPD basis set.

Structure (XYZ):
```
15
C3H8N2O2 | OMol25 | ωB97M-V with the def2-TZVPD basis set
O 1.9016 0.0843 -1.3479
C 0.7001 0.1913 -1.4889
N 0.0249 0.5471 -2.5788
C -0.1242 -0.3974 -0.3323
N 0.6335 -0.1014 0.8930
C -0.1598 -0.2909 2.1165
O -1.4593 0.1887 2.0984
H 0.5882 0.6252 -3.4121
H -0.9495 0.3421 -2.7068
H -1.1375 0.0164 -0.3234
H -0.1956 -1.4941 -0.3069
H 1.4497 0.4064 0.4695
H -0.2686 -1.3802 2.1154
H 0.3624 0.1438 2.9667
H -1.3661 1.1187 1.8377
```

Its total charge is +1. Its multiplicity is 2. The value obtained for the LUMO energy (spin up / spin down) is -3.33 / -8.01 eV.

These are the Löwdin partial charges, in e, on atoms 1 to 2:
1. O 0.09
2. C -0.52


It is *c* that is the least stable of them.


*a*
Here is a 3-piece molecular cluster, C2H8O3 overall from OMol25. Energies are from ωB97M-V with the def2-TZVPD basis set.

Structure (XYZ):
```
13
C2H8O3 | OMol25 | ωB97M-V with the def2-TZVPD basis set
C 1.7423 -2.4861 0.7232
C 0.5379 -2.6694 0.1487
O -0.5365 -1.9046 0.4675
H 2.4656 -3.2803 0.5768
H 2.2312 -1.5290 1.2670
H 0.3922 -3.3558 -0.6499
H -0.1297 -1.0662 0.6138
O 0.9718 -0.3968 -2.4388
H 0.6257 -1.2487 -2.1985
H 0.1353 0.0819 -2.3517
O -2.2031 5.9813 1.2390
H -3.1625 5.8076 1.0807
H -2.0963 6.0842 2.2880
```

The SMILES is C=CO.O.O. The value obtained for the LUMO energy is 0.74 eV.

These are the Löwdin partial charges, in e, on atoms 1 to 2:
1. C 0.00
2. C -0.31


*b*
Here is a 3-piece molecular cluster, C2H8O3 overall from OMol25. Energies are from ωB97M-V with the def2-TZVPD basis set.

Structure (XYZ):
```
13
C2H8O3 | OMol25 | ωB97M-V with the def2-TZVPD basis set
C 0.0300 -1.8058 -1.0197
C 0.7423 -0.7576 -0.6567
O 0.1912 0.4599 -0.3770
H 0.5006 -2.6983 -1.3978
H -1.0406 -1.8112 -0.8562
H 1.8290 -0.7503 -0.6039
H 0.7044 0.8616 0.3414
O 1.5209 0.9772 2.0045
H 1.3407 1.5223 2.7707
H 2.2731 0.3937 2.1564
O -2.5959 1.4238 -0.5069
H -3.4663 1.3629 -0.8365
H -2.0294 0.8217 -1.0182
```

The SMILES is C=CO.O.O. The value obtained for the LUMO energy is 0.44 eV.

These are the Löwdin partial charges, in e, on atoms 1 to 2:
1. C 0.01
2. C -0.29


It is *a* that is the least stable of them.


*a*
Here is a 6-piece molecular cluster, C6H24N12O6 overall from OMol25. Energies are from ωB97M-V with the def2-TZVPD basis set.

Structure (XYZ):
```
48
C6H24N12O6 | OMol25 | ωB97M-V with the def2-TZVPD basis set
N 0.4018 0.0586 -1.0563
C -0.5438 -0.5909 -0.3439
N -0.1924 -0.7384 0.9880
O -1.5342 -1.1316 -0.8278
H 1.1713 0.4818 -0.5767
H 0.2297 -0.1417 -2.0302
H -0.9397 -0.9551 1.6243
H 0.6570 -0.2428 1.2782
N -4.3004 -1.6183 -0.0553
C -5.1905 -0.7345 -0.6217
N -6.3581 -0.6795 0.0738
O -4.9359 -0.0417 -1.5972
H -3.3910 -1.7333 -0.4803
H -4.5050 -1.8667 0.8917
H -7.0485 -0.0609 -0.3129
H -6.4864 -1.4202 0.7326
N 3.7030 1.6919 0.2804
C 2.9910 1.4688 1.4225
N 3.5033 2.2056 2.4760
O 1.8741 0.9520 1.4528
H 3.3373 2.2578 -0.4696
H 4.6981 1.7636 0.4123
H 3.3066 1.9042 3.4188
H 4.1954 2.9043 2.2848
N -1.9765 -2.9380 -5.0842
C -2.7214 -2.8768 -3.9398
N -2.5012 -1.6967 -3.2911
O -3.4363 -3.7901 -3.5563
H -2.0086 -3.8090 -5.5854
H -1.3710 -2.1927 -5.3530
H -1.9463 -0.9718 -3.6898
H -2.9496 -1.5568 -2.4102
N 4.3674 -1.9274 1.4899
C 3.8479 -2.5470 0.3874
N 2.4970 -2.4990 0.3441
O 4.5254 -3.1957 -0.3977
H 3.8529 -1.2828 2.0576
H 5.3721 -1.9630 1.5318
H 1.9493 -1.9053 0.9382
H 2.0442 -2.9521 -0.4308
N 1.5907 5.0953 2.3290
C 0.3416 4.6157 2.2079
N 0.2304 3.2609 2.1597
O -0.6473 5.3471 2.1500
H 1.5745 6.0377 2.6857
H 2.3779 4.4800 2.3934
H 1.0318 2.6745 2.0030
H -0.6877 2.8600 2.0964
```

The SMILES is NC(N)=O.NC(N)=O.NC(N)=O.NC(N)=O.NC(N)=O.NC(N)=O. The value obtained for the LUMO energy is -0.61 eV.

These are the Löwdin partial charges, in e, on atoms 1 to 2:
1. N 0.18
2. C -0.64


*b*
Here is a 6-piece molecular cluster, C6H24N12O6 overall from OMol25. Energies are from ωB97M-V with the def2-TZVPD basis set.

Structure (XYZ):
```
48
C6H24N12O6 | OMol25 | ωB97M-V with the def2-TZVPD basis set
N 19.5922 19.5421 -0.7214
C 19.7838 20.7546 -1.3099
N 20.6064 21.5772 -0.6217
O 19.3914 21.1023 -2.4305
H 19.8012 19.1734 0.1857
H 19.0581 18.9374 -1.3275
H 21.1300 21.1459 0.1417
H 20.8170 22.4417 -1.0840
N 22.0140 20.2669 3.9245
C 21.5402 20.9920 2.8875
N 20.8873 22.1033 3.2928
O 21.8039 20.6876 1.7213
H 21.9498 20.6367 4.8546
H 22.6054 19.4552 3.8180
H 20.8133 22.3925 4.2458
H 20.3741 22.5847 2.5714
N 22.5003 17.8433 0.5409
C 23.3133 17.3988 1.5437
N 24.0771 16.3538 1.1329
O 23.3599 17.9419 2.6419
H 21.9249 18.6291 0.7999
H 22.5801 17.5607 -0.4152
H 24.6317 15.9432 1.8776
H 23.7922 15.8512 0.3137
N 27.0971 16.7875 0.8664
C 28.1990 16.0765 0.6598
N 28.0614 15.3048 -0.4067
O 29.2220 16.1060 1.3693
H 26.2576 16.5347 0.3742
H 26.9820 17.3080 1.7186
H 27.1618 15.2655 -0.8592
H 28.8240 14.6881 -0.6240
N 25.0068 17.8866 -1.9156
C 24.5898 16.6019 -2.1591
N 23.5593 16.4998 -3.0226
O 25.1906 15.6040 -1.7643
H 25.6245 18.0062 -1.1292
H 24.4188 18.6411 -2.2226
H 23.1785 17.3473 -3.4060
H 23.3876 15.6209 -3.4763
N 26.1312 13.9448 5.0870
C 25.3467 14.6418 4.2133
N 24.5482 15.5371 4.9086
O 25.4530 14.6173 2.9941
H 26.6305 13.2824 4.4994
H 25.6339 13.7524 5.9387
H 24.8876 15.8314 5.8043
H 24.1300 16.2185 4.2856
```

The SMILES is NC(N)=O.NC(N)=O.NC(N)=O.NC(N)=O.NC(N)=O.NC(N)=O. The value obtained for the LUMO energy is 0.28 eV.

These are the Löwdin partial charges, in e, on atoms 1 to 2:
1. N 0.15
2. C -0.70


It is *a* that is the least stable of them.


*a*
Here is a 2-piece molecular cluster, C4H7N2 overall from OMol25. Energies are from ωB97M-V with the def2-TZVPD basis set.

Structure (XYZ):
```
13
C4H7N2 | OMol25 | ωB97M-V with the def2-TZVPD basis set
C 2.8856 -2.7980 -0.0579
C 2.1518 -2.4371 -0.9398
C 1.3189 -1.7312 -1.9045
C -0.4735 -0.4496 -0.7002
N -1.4862 1.7849 1.8980
N 0.3528 -0.8594 -1.3994
H 3.5194 -3.2630 0.6048
H 1.9105 -1.2271 -2.7248
H 0.7380 -2.6644 -2.3866
H -1.2782 0.1000 -0.2006
H -1.8205 1.4638 2.7761
H -2.1967 2.3794 1.5111
H -0.4440 1.9341 1.8224
```

Its total charge is +1. Its multiplicity is 3. The value obtained for the LUMO energy (spin up / spin down) is -4.19 / -9.13 eV.

These are the Löwdin partial charges, in e, on atoms 1 to 2:
1. C 0.33
2. C 0.06


*b*
Here is an isolated ion of composition C4H7N2 and charge +1 from OMol25. Energies are from ωB97M-V with the def2-TZVPD basis set.

Structure (XYZ):
```
13
C4H7N2 | OMol25 | ωB97M-V with the def2-TZVPD basis set
C 0.1061 -1.7398 1.8385
C 1.0085 -2.2511 2.5540
C -0.6122 -0.7204 1.4282
C -0.2938 0.1907 0.2025
N -1.3240 0.5327 -0.6217
N 0.9463 -0.6196 -0.6270
H -1.5760 -0.3903 1.9535
H 0.4157 1.0279 0.4903
H -1.2439 1.2119 -1.3576
H -2.1898 -0.0442 -0.6328
H 1.0554 0.0180 -1.4497
H 0.6231 -1.4483 -1.0286
H 1.8240 -0.6730 -0.1700
```

Its total charge is +1. Its multiplicity is 3. The value obtained for the LUMO energy (spin up / spin down) is -3.62 / -7.62 eV.

These are the Löwdin partial charges, in e, on atoms 1 to 2:
1. C -0.16
2. C 0.20


It is *a* that is the least stable of them.


*a*
Here is a 2-piece molecular cluster, C4H8N2O4 overall from OMol25. Energies are from ωB97M-V with the def2-TZVPD basis set.

Structure (XYZ):
```
18
C4H8N2O4 | OMol25 | ωB97M-V with the def2-TZVPD basis set
N -0.4847 1.0709 2.1604
C -0.1687 0.3444 0.9565
C -1.4117 -0.3596 0.4290
O -1.2221 -1.0325 -0.8134
C -0.3485 -0.6762 -1.7402
O -0.4814 -1.0328 -2.8862
N 0.4715 0.5293 -1.3785
C 0.4257 1.1825 -0.1700
O 0.8916 2.2939 -0.0299
H 0.3537 1.2766 2.6939
H -0.9369 1.9575 1.9519
H 0.5873 -0.4220 1.1897
H -1.7447 -1.1205 1.1418
H -2.2286 0.3643 0.2884
H 0.8441 1.0271 -2.1795
O 1.8001 -2.0579 -0.8607
H 2.0893 -1.0503 -0.7946
H 1.5641 -2.2946 0.0416
```

The SMILES is N[C@H]1COC(=O)NC1=O.O. The value obtained for the LUMO energy is 0.25 eV.

These are the Löwdin partial charges, in e, on atoms 1 to 2:
1. N 0.07
2. C -0.31


*b*
Here is a 2-piece molecular cluster, C4H8N2O4 overall from OMol25. Energies are from ωB97M-V with the def2-TZVPD basis set.

Structure (XYZ):
```
18
C4H8N2O4 | OMol25 | ωB97M-V with the def2-TZVPD basis set
N -3.8318 1.0649 -0.3210
C -2.7594 0.6602 -0.4651
C -1.3906 0.0919 -0.6582
O -1.3490 -1.2628 -0.3901
C -0.3706 0.9351 0.1636
O -0.8106 2.2519 0.2833
C 0.9983 0.8977 -0.5149
O 1.7982 1.7952 -0.3855
O 1.1805 -0.1610 -1.2859
H -1.1467 0.2425 -1.7231
H -1.5793 -1.4449 0.5725
H -0.2740 0.5090 1.1717
H -0.1059 2.8418 -0.0164
H 1.7779 0.0546 -2.0178
N 1.8787 -1.8918 1.2597
H 1.8616 -1.7507 2.2670
H 1.2900 -2.6965 1.0553
H 2.8326 -2.1371 1.0047
```

The SMILES is N#C[C@H](O)[C@H](O)C(=O)O.N. The value obtained for the LUMO energy is 0.35 eV.

These are the Löwdin partial charges, in e, on atoms 1 to 2:
1. N 0.17
2. C -0.14


It is *b* that is the least stable of them.


*a*
Here is a 2-piece molecular cluster, CH3Br3SSi overall from OMol25. Energies are from ωB97M-V with the def2-TZVPD basis set.

Structure (XYZ):
```
9
CH3Br3SSi | OMol25 | ωB97M-V with the def2-TZVPD basis set
C 0.2683 -0.3926 -1.4382
Si -0.5341 0.7511 1.4472
S 1.6777 -1.0783 -1.8315
Br -1.2239 2.7903 0.8472
Br 1.1170 0.9387 2.9396
Br -2.1103 -0.4137 2.5176
H -0.7182 -0.9405 -1.4442
H 0.2930 0.6546 -1.3429
H 1.2307 -2.3096 -1.6948
```

The value obtained for the LUMO energy (spin up / spin down) is -0.42 / -1.74 eV.

These are the Löwdin partial charges, in e, on atoms 1 to 2:
1. C -0.60
2. Si -0.65


*b*
Here is a 2-piece molecular cluster, CH3Br3SSi overall from OMol25. Energies are from ωB97M-V with the def2-TZVPD basis set.

Structure (XYZ):
```
9
CH3Br3SSi | OMol25 | ωB97M-V with the def2-TZVPD basis set
C -0.5519 0.4814 -0.2462
Si 1.1494 0.2981 0.6790
S -0.2378 0.1772 -2.0485
Br 1.8381 -1.8013 0.4761
Br -1.8254 -0.9517 2.6302
Br 2.9911 1.5202 0.5713
H -1.1583 -0.2917 0.4018
H -1.0485 1.4302 -0.1562
H -1.1568 -0.8625 -2.3075
```

The value obtained for the LUMO energy (spin up / spin down) is -3.30 / -3.30 eV.

These are the Löwdin partial charges, in e, on atoms 1 to 2:
1. C -0.77
2. Si -0.04


It is *b* that is the least stable of them.